[1]
The following is a DFT calculation (ωB97M-V with the def2-TZVPD basis set) of 2 unconnected molecules or ions with the total composition C27H50NO4.

XYZ file:
```
82
C27H50NO4, DFT ωB97M-V with the def2-TZVPD basis set
H 1.661 2.717 -7.706
H -2.785 -0.136 2.479
H -3.259 1.067 4.660
C 4.206 -0.877 -2.366
H -5.805 -0.801 -2.770
C 0.774 -2.277 3.160
H -1.999 -4.545 1.503
C -5.636 -0.912 -1.703
H -3.240 0.400 -1.455
H 1.713 -0.700 4.280
C -4.100 0.964 -1.801
C -0.499 -1.841 3.153
C -1.582 -2.767 2.703
H -0.002 0.169 3.633
H 2.507 0.177 -3.171
H -7.361 0.960 -0.885
H -6.236 2.339 -1.018
H -4.788 -1.568 -1.526
C -2.295 0.974 5.166
H 3.474 -1.602 -1.996
C 3.812 -1.647 1.716
H -4.231 0.837 -2.873
C 3.531 0.408 -2.863
H 5.866 -1.458 1.143
H -6.646 1.388 -2.460
H 3.666 0.137 -0.092
C -6.478 1.347 -1.387
H -4.272 -0.433 0.462
H -4.814 1.117 2.224
O -2.764 -2.512 2.854
H 4.021 0.558 -4.956
H 5.686 -1.641 -1.025
H -1.666 1.263 2.376
H 1.080 3.711 -6.356
C -1.624 -0.371 4.880
H 0.503 2.044 -6.545
H -1.667 1.812 4.845
H 4.846 2.990 -4.814
C 2.709 2.934 -4.692
C 4.301 1.053 -4.025
O -3.733 2.131 0.771
H 4.137 -2.397 2.439
C 5.010 -0.795 1.291
C -5.126 0.237 0.361
O 2.127 -4.216 3.088
H 4.194 3.027 -3.179
H 2.668 4.014 -4.881
H 5.161 1.018 0.103
C 1.375 2.700 -6.653
C 4.082 2.557 -4.163
H -3.980 2.012 -1.556
O 2.458 2.221 -5.887
H -0.889 -0.551 5.668
C 2.657 -0.823 2.321
H -6.526 -1.311 -1.224
H 5.370 0.870 -3.872
C -1.746 0.177 2.380
C 1.973 -1.466 3.550
C 1.083 -3.693 2.771
N -5.330 0.433 -1.124
C -0.907 -0.434 3.523
H -6.018 -0.274 0.723
H -3.566 2.875 1.358
H 1.929 2.707 -3.947
H 6.099 -0.087 -1.700
H -1.365 -0.181 1.420
H 0.368 -5.362 1.520
H 1.907 -0.615 1.552
H 2.682 -2.139 4.035
C 5.268 -0.662 -1.281
C 4.752 0.012 0.005
H -5.781 2.144 1.162
H -2.468 1.098 6.235
H 4.698 -1.345 -3.226
H 3.448 -2.184 0.833
C -1.193 -4.009 1.994
H -2.363 -1.168 4.946
C 0.065 -4.442 2.006
H 3.454 1.139 -2.051
H 5.277 -0.124 2.113
H 3.049 0.151 2.632
C -4.915 1.477 1.194
```

* highest occupied orbital energy: -11.20 eV
* molar mass: 452.700 g/mol
* total charge: +1
* ΔE to the lowest compared entry with this formula, charge and spin: 0.0 kJ/mol

***

[2]
The following is a DFT calculation (ωB97M-V with the def2-TZVPD basis set) of a molecular structure, C27H50P2Tl.

XYZ file:
```
80
C27H50P2Tl, DFT ωB97M-V with the def2-TZVPD basis set
C 0.404 2.796 -6.269
C 0.977 0.061 -5.006
H -0.962 -0.413 -5.845
H -0.666 -1.179 -4.309
C -0.694 -2.583 2.992
H -0.722 4.566 3.196
H 0.779 1.196 0.757
P 1.225 -1.059 -0.160
H -1.449 -3.217 -2.540
H -1.874 0.541 -3.233
H -0.969 0.081 0.467
C -0.100 3.071 1.875
H -1.380 -1.237 5.954
C 3.007 -2.098 3.002
H -1.160 2.995 5.128
H 0.418 3.877 -6.487
H 2.012 3.425 -4.873
H -2.979 -2.662 -1.814
C 1.518 1.352 -4.450
H 1.169 0.671 4.917
H 2.989 -2.581 -0.926
H 3.456 -1.147 3.314
H 1.332 -4.813 1.934
C 1.542 -2.075 3.180
H 3.630 -1.266 0.113
H 1.975 1.235 -0.568
C -1.331 0.859 -4.148
C -1.809 -0.065 -0.229
C -1.088 2.383 -6.160
H 0.829 -0.023 -2.364
H 3.193 -0.934 -1.597
H 1.678 -3.537 0.748
H 1.514 -0.748 -4.490
C 0.834 -1.307 4.142
C 0.469 -0.926 -1.834
C -0.546 -1.618 4.024
C 2.933 -1.510 -0.699
H -2.667 2.334 2.374
H -2.602 -0.616 0.297
H 1.069 -0.608 6.139
H -2.479 2.675 -4.442
H 2.411 0.629 1.054
H -2.684 4.019 1.844
C -0.542 -0.221 -4.845
H -2.569 -1.589 4.680
C 1.324 2.587 -5.077
H -1.670 3.250 -6.516
H 0.792 -1.804 -2.425
H 2.518 -0.464 5.129
C 0.924 -3.904 1.462
H -2.190 0.933 -0.511
C -0.931 3.498 3.004
H -0.450 3.271 0.865
H -1.952 -3.467 1.507
H 0.973 2.995 2.044
H -1.605 -3.148 -0.736
H -2.814 -2.567 2.768
H 1.233 -0.040 -6.078
H 3.294 -2.288 1.960
H -0.626 1.636 4.112
C -1.619 -1.087 4.891
H 0.032 -4.198 0.894
P -1.362 -0.951 -1.752
H 2.288 1.236 -3.672
C -1.958 -3.224 2.576
H 3.470 -2.892 3.610
H -3.039 3.629 3.527
H -1.271 1.563 -6.875
C 1.427 -0.379 5.124
H -2.134 -4.165 3.121
C 0.600 -2.886 2.483
Tl -0.029 2.803 -3.150
C 1.616 0.662 0.297
H -1.768 -0.009 4.740
H 0.509 2.925 4.540
C -1.639 2.047 -4.786
C -0.533 2.718 4.270
C -2.419 3.357 2.670
H 0.801 2.302 -7.170
C -1.884 -2.670 -1.688
```

* highest occupied orbital energy (spin up / spin down): -8.81 / -8.71 eV
* molar mass: 641.028 g/mol
* total charge: +1

***

Total energy, respectively: -1414.2066 -1913.4962 a.u..